No. 1
ORCA calculation (wB97M-V/def2-TZVPD) on a molecular structure, C35H62N10O3PbS3Si4Te.

Output
HOMO-LUMO gap   6.4413 eV
ΔE to the lowest compared entry with this formula, charge and spin   90.2 kcal/mol
LUMO level   -0.35 eV
Calculated total energy   -4957.607627 Eh
E_HOMO   -0.250 Ha

Element x y z (Å)
Pb: 0.65475 0.14258 -0.93463
O: 2.01394 3.34394 2.32743
C: 3.02408 3.99857 1.71851
C: 3.76952 4.90529 2.47193
C: 4.82081 5.59385 1.89982
C: 5.14460 5.39715 0.56097
C: 4.40527 4.50779 -0.19409
C: 3.35111 3.78539 0.36697
C: 2.59956 2.78891 -0.43972
O: 1.60205 2.19338 0.11041
N: 3.04684 2.56317 -1.65343
N: 2.27670 1.67058 -2.34707
C: 2.69527 1.31507 -3.48981
S: 1.75135 0.23310 -4.49658
C: 2.77463 0.46842 -5.98628
C: 4.20983 0.65983 -5.54328
S: 4.24523 1.84844 -4.16292
H: 1.58186 2.80856 1.61281
H: 3.49420 5.06035 3.50732
H: 5.39168 6.29354 2.49744
H: 5.97230 5.93325 0.11535
H: 4.62062 4.34093 -1.24007
H: 2.40671 1.33974 -6.52658
H: 2.65274 -0.42159 -6.60217
H: 4.82298 1.07828 -6.34052
H: 4.63883 -0.28150 -5.20130
C: 4.45655 -0.33429 3.59477
N: 3.09183 -0.46897 3.10857
C: 2.10624 0.21860 3.92308
C: 2.79767 -0.71323 1.78761
N: 1.72654 -0.27065 1.22768
N: 3.70938 -1.50214 1.13549
C: 4.04819 -1.47933 -0.27117
N: 5.46775 -1.17622 -0.38477
N: 3.34445 -2.91768 -2.23819
H: 4.58463 -0.91428 4.51203
H: 4.67286 0.71591 3.81684
H: 5.17965 -0.67346 2.86041
H: 2.36150 0.06500 4.97145
H: 1.11630 -0.20399 3.74489
H: 2.07692 1.29576 3.72170
H: 1.21556 0.37357 1.81949
H: 4.37884 -1.97515 1.71581
H: 5.61365 -0.18247 -0.24765
H: 5.80947 -1.40381 -1.31238
H: 3.66087 -3.77692 -2.69013
O: -0.92329 -2.86312 -3.09862
C: -1.39343 -4.06440 -2.50023
C: -0.20869 -4.97953 -2.22034
C: 0.49261 -4.74986 -0.85247
C: 1.97490 -4.53084 -0.92773
C: 2.86608 -5.50322 -0.66205
C: 4.25089 -5.20686 -0.40188
C: 4.67391 -3.93753 -0.37949
C: 3.79863 -2.86336 -0.86815
N: 2.38643 -3.18624 -1.18272
H: -1.66979 -2.40451 -3.49855
H: -2.09044 -4.55778 -3.18501
H: -1.92512 -3.84575 -1.56664
H: 0.49834 -4.85162 -3.04310
H: -0.57810 -6.00503 -2.25791
H: 0.29960 -5.60544 -0.20610
H: 0.07142 -3.87239 -0.35716
H: 2.52074 -6.51684 -0.50393
H: 4.90763 -6.01323 -0.10195
H: 5.66324 -3.64938 -0.05096
H: 3.39910 -0.74989 -0.76537
S: -0.89319 -2.31073 2.19220
C: 0.03245 -3.09142 3.31407
N: -0.48202 -3.23656 4.60510
C: 0.15812 -3.91901 5.57339
C: 1.37659 -4.45939 5.30988
C: 1.89399 -4.25043 4.01112
N: 1.26694 -3.60274 3.06634
H: -1.39471 -2.83307 4.75652
H: -0.33783 -4.00370 6.52998
H: 1.91864 -5.02009 6.05423
H: 2.86928 -4.64705 3.74603
C: -4.26445 0.17248 -3.60375
Si: -4.92196 0.18060 -1.81321
C: -6.69491 0.83230 -2.00900
C: -5.13728 -1.63184 -1.27200
Si: -3.81760 1.60966 -0.28100
Te: -1.45649 1.27830 0.58364
Si: -4.93860 1.40092 1.78518
C: -6.75943 1.93662 1.78008
C: -4.85154 -0.41916 2.31016
C: -4.08537 2.41068 3.14209
Si: -3.92067 3.78527 -1.19793
C: -5.68190 4.46794 -1.39927
C: -2.99106 4.99186 -0.07663
C: -3.11980 3.85694 -2.91694
H: -4.77956 -0.57698 -4.20743
H: -3.19608 -0.02508 -3.68287
H: -4.43485 1.14546 -4.06744
H: -7.28381 0.20094 -2.67772
H: -6.70198 1.84274 -2.41895
H: -7.20958 0.86952 -1.04730
H: -5.32693 -2.28793 -2.12401
H: -5.98863 -1.71495 -0.59339
H: -4.26533 -2.01685 -0.74075
H: -7.35113 1.33847 1.08484
H: -6.85890 2.98268 1.48311
H: -7.20631 1.82877 2.77042
H: -5.47137 -1.05105 1.67020
H: -5.18030 -0.56234 3.34196
H: -3.82233 -0.77863 2.23206
H: -4.02232 3.46658 2.86982
H: -3.06530 2.05206 3.28815
H: -4.61169 2.34099 4.09631
H: -6.25049 4.38486 -0.47067
H: -6.23623 3.93124 -2.17014
H: -5.66269 5.52145 -1.68525
H: -3.44815 5.02951 0.91490
H: -2.98291 6.00596 -0.48090
H: -1.95610 4.66916 0.05253
H: -3.69801 3.29279 -3.65141
H: -2.11025 3.43977 -2.89773
H: -3.04691 4.88600 -3.27436

No. 2
ORCA calculation (wB97M-V/def2-TZVPD) on a molecular structure, C8H23N6O6Zn.

Output
HOMO-LUMO gap   6.0534 eV
ΔE to the lowest compared entry with this formula, charge and spin   18.9 kcal/mol
Charge   -1
LUMO level   2.80 eV
Calculated total energy   -2878.070582 Eh
E_HOMO   -0.120 Ha

Element x y z (Å)
Zn: -14.95934 20.22046 -16.94340
C: -17.87303 20.36204 -20.16573
C: -16.38382 20.57339 -19.95996
C: -16.10114 22.08095 -19.89151
O: -15.83100 19.92557 -18.87333
H: -18.23563 20.98605 -20.99883
H: -18.48750 20.69174 -19.32378
H: -18.16289 19.34207 -20.43494
H: -15.81567 20.14774 -20.81078
H: -15.02780 22.25268 -19.93793
H: -16.56104 22.52326 -19.00764
H: -16.52455 22.55922 -20.79254
O: -14.13293 20.37549 -14.99511
C: -12.87787 19.78578 -15.04237
C: -12.30928 19.31808 -16.40365
O: -13.26207 19.22360 -17.43567
H: -12.82934 18.87982 -14.38921
H: -12.14028 20.47197 -14.56600
H: -11.80672 18.33909 -16.26408
H: -11.51657 19.95091 -16.86822
C: -17.87849 20.91236 -16.11458
O: -16.71188 21.23942 -16.25025
N: -18.70010 21.42596 -15.13091
N: -18.43772 20.01234 -16.96923
H: -18.30926 22.06755 -14.47163
H: -19.64071 21.08700 -15.13995
H: -19.36468 19.65441 -16.86203
H: -17.80929 19.75298 -17.73024
C: -16.15341 17.98790 -15.14581
O: -15.94196 18.44617 -16.26127
N: -15.47007 18.47911 -14.07697
N: -17.06235 16.96287 -14.95123
H: -14.88444 19.30691 -14.35891
H: -15.61496 18.18496 -13.13238
H: -17.55128 16.62195 -15.75652
H: -17.10768 16.41460 -14.11472
C: -13.26066 22.75300 -17.83604
O: -14.21165 22.18528 -17.34936
N: -12.16984 22.08087 -18.30492
N: -13.24074 24.13363 -17.97316
H: -12.16375 21.06973 -18.30830
H: -11.48164 22.59749 -18.81863
H: -12.52103 24.58993 -18.49631
H: -14.00922 24.61732 -17.55389

No. 3
ORCA calculation (wB97M-V/def2-TZVPD) on 2 unconnected molecules or ions with the total composition C3H8NO3.

Output
HOMO-LUMO gap   7.5262 eV
ΔE to the lowest compared entry with this formula, charge and spin   28.8 kcal/mol
Charge   -1
LUMO level   3.84 eV
Calculated total energy   -399.631926 Eh
E_HOMO   -0.135 Ha

Element x y z (Å)
O: -0.04302 0.30140 2.43674
C: 0.56885 0.62864 1.43108
N: 0.47636 -0.02094 0.23851
C: -0.76757 -0.80465 -0.15964
O: -1.39232 -0.14768 -1.15603
C: 1.61209 1.73968 1.45486
H: 0.65082 0.53233 -0.59251
H: -1.31737 -0.96038 0.78433
H: -0.38057 -1.79072 -0.51459
H: 1.10492 2.66835 1.66305
H: 2.30678 1.57322 2.27722
H: 2.13155 1.75936 0.50531
H: -1.73339 -1.12469 -2.42468
H: -1.25332 -2.49168 -2.87310
O: -1.96380 -1.86224 -3.07053

No. 4
ORCA calculation (wB97M-V/def2-TZVPD) on 2 unconnected molecules or ions with the total composition C3H7NOS.

Output
HOMO-LUMO gap (spin up / spin down)   8.0365 / 8.0344 eV
ΔE to the lowest compared entry with this formula, charge and spin   104.1 kcal/mol
LUMO level (spin up / spin down)   -0.69 / -0.69 eV
Calculated total energy   -646.546042 Eh
E_HOMO (spin up / spin down)   -0.321 / -0.321 Ha

Element x y z (Å)
C: 0.11673 1.64937 -1.20115
C: 0.31217 -1.40445 1.14862
C: 1.09851 -0.68717 0.15402
N: -0.58662 0.82183 -0.47964
O: 1.11574 1.30187 -1.75459
S: -1.89093 0.99516 0.52677
H: -0.45118 2.58977 -1.41705
H: -0.50448 -1.80729 0.44012
H: 0.74157 -2.20844 1.73849
H: -0.29529 -0.71741 1.70621
H: 1.57448 0.21735 0.25218
H: 1.49566 -1.23940 -0.76386
H: -2.72635 0.48882 -0.35011

No. 5
ORCA calculation (wB97M-V/def2-TZVPD) on a single C12H9NOS molecule.

Output
HOMO-LUMO gap   7.7962 eV
SMILES string   ON1c2ccccc2Sc2ccccc21
ΔE to the lowest compared entry with this formula, charge and spin   8.4 kcal/mol
LUMO level   0.67 eV
Calculated total energy   -990.799228 Eh
E_HOMO   -0.262 Ha

Element x y z (Å)
O: 1.80547 0.62128 1.63307
N: 0.88701 0.18197 0.63307
C: 0.68670 0.98712 -0.50856
C: 1.39601 2.17272 -0.67966
C: 1.23280 2.95790 -1.80602
C: 0.41699 2.56981 -2.84967
C: -0.26410 1.36541 -2.70353
C: -0.17916 0.59110 -1.55394
S: -1.05993 -0.90747 -1.59303
C: -0.93388 -1.47603 0.05946
C: -1.83292 -2.44919 0.47945
C: -1.87165 -2.82251 1.82842
C: -0.93908 -2.35557 2.76466
C: 0.01802 -1.41634 2.31285
C: 0.03243 -0.90500 0.96950
H: 2.66393 0.36464 1.32715
H: 2.11860 2.49690 0.07072
H: 1.78873 3.90045 -1.89876
H: 0.37103 3.18229 -3.75250
H: -0.84020 0.93452 -3.52067
H: -2.57315 -2.86863 -0.19787
H: -2.63744 -3.56164 2.11912
H: -0.96770 -2.60715 3.82258
H: 0.68151 -0.95659 3.04416

No. 6
ORCA calculation (wB97M-V/def2-TZVPD) on a molecular structure, C16H30GaI2LaN2O4S2.

Output
HOMO-LUMO gap   4.1775 eV
ΔE to the lowest compared entry with this formula, charge and spin   0.0 kcal/mol
Charge   +4
LUMO level   -15.02 eV
Calculated total energy   -4384.700189 Eh
E_HOMO   -0.705 Ha

Element x y z (Å)
I: -0.71329 -4.10306 -1.46657
I: -0.68651 -3.06678 -4.25605
La: -0.13203 0.22001 -3.65102
Ga: 0.20944 0.12792 -0.38073
S: 1.29280 -1.35333 -1.91638
S: -1.65147 -0.75167 -1.57967
C: 1.50637 0.32408 0.96384
C: 3.19186 -0.74698 -2.02071
C: -3.36900 0.32577 -1.66729
C: 3.65991 -1.02844 -3.44054
C: 3.52222 0.69778 -1.66214
C: 3.79367 -1.70536 -0.99796
C: -4.02163 0.20898 -3.03972
C: -3.20486 1.79894 -1.31563
C: -4.15143 -0.42879 -0.59580
C: 1.86612 1.92311 -4.50176
C: -1.51714 2.46378 -4.33086
O: 2.36831 0.35651 1.73472
O: 2.66600 2.41931 -5.12085
O: -2.20911 3.22697 -4.89001
H: 3.25890 -0.30580 -4.16628
H: 3.31328 -2.01487 -3.74241
H: 4.76048 -0.99281 -3.52069
H: 3.14219 1.44029 -2.38332
H: 4.62973 0.82160 -1.64697
H: 3.14988 0.97397 -0.67070
H: 3.40775 -1.45778 -0.00875
H: 4.88498 -1.69666 -0.96007
H: 3.46642 -2.71142 -1.24625
H: -5.06213 0.58578 -3.01700
H: -4.03924 -0.83150 -3.36248
H: -3.50442 0.78349 -3.82275
H: -4.21045 2.26069 -1.20175
H: -2.68375 2.39278 -2.08655
H: -2.66560 1.93916 -0.37223
H: -5.17920 -0.08657 -0.45167
H: -3.62157 -0.35243 0.35408
H: -4.18115 -1.48036 -0.87301
C: 1.26011 -2.09796 2.99223
N: 0.68414 -1.00301 3.73972
C: 0.84760 -1.09294 5.15807
C: -0.12024 -0.09877 3.11147
O: -0.28141 -0.25398 1.85702
N: -0.69448 1.00923 3.66866
C: -0.89762 1.36642 5.04786
C: -1.40326 1.88411 2.77269
H: 0.84216 -3.03039 3.36818
H: 2.34003 -2.14215 3.13632
H: 1.04104 -2.00531 1.92278
H: 1.39864 -0.24783 5.59296
H: -0.10634 -1.22054 5.68280
H: 1.43830 -1.99456 5.31619
H: -0.61576 2.41092 5.24304
H: -1.95725 1.28205 5.33787
H: -0.31927 0.73910 5.73223
H: -0.69801 2.37821 2.08177
H: -2.12007 1.31194 2.16522
H: -1.92465 2.62919 3.38683